## a
C24H30BLaN9O2S5Sb | ωB97M-V/def2-TZVPD

Geometry (Å):
La  -0.06  0.13  -0.63
C  -1.68  -3.70  -0.15
C  -1.20  -3.00  1.08
C  -1.44  -3.37  2.41
C  -0.72  -2.48  3.17
C  -0.59  -2.44  4.66
N  -0.11  -1.62  2.34
N  -0.41  -1.93  1.04
B  1.08  -0.68  2.66
N  2.24  -1.02  1.70
N  2.17  -0.86  0.36
C  3.34  -1.20  -0.15
C  3.63  -1.15  -1.62
C  4.21  -1.60  0.88
C  3.47  -1.47  2.04
C  3.89  -1.78  3.44
N  0.73  0.83  2.51
N  1.08  1.51  1.38
C  1.11  2.80  1.70
C  1.57  3.86  0.76
C  0.75  2.97  3.05
C  0.52  1.69  3.52
C  0.07  1.28  4.88
H  -1.49  -4.77  -0.06
H  -1.17  -3.33  -1.03
H  -2.76  -3.56  -0.27
H  -2.05  -4.19  2.75
H  -1.15  -3.27  5.09
H  -0.99  -1.50  5.06
H  0.45  -2.52  4.97
H  1.42  -0.88  3.78
H  2.84  -0.62  -2.15
H  3.70  -2.16  -2.02
H  4.57  -0.64  -1.80
H  5.23  -1.93  0.80
H  4.92  -2.14  3.43
H  3.26  -2.55  3.88
H  3.83  -0.89  4.07
H  1.68  3.48  -0.25
H  2.54  4.24  1.08
H  0.86  4.69  0.76
H  0.66  3.89  3.59
H  0.04  2.16  5.53
H  0.75  0.54  5.32
H  -0.93  0.85  4.84
S  -3.96  -0.38  -4.28
Sb  -2.83  -1.20  -2.47
S  -0.47  -1.47  -2.89
S  -2.86  0.24  -0.56
N  -2.97  3.43  -7.25
C  -2.01  3.19  -6.28
C  -1.67  1.87  -5.96
C  -0.75  1.61  -4.96
C  -0.14  2.67  -4.31
C  -0.43  3.99  -4.65
C  -1.35  4.24  -5.64
S  0.74  2.39  -2.81
O  1.62  3.50  -2.55
O  1.36  1.07  -2.81
N  -0.41  2.21  -1.69
C  -0.99  3.19  -0.96
S  -1.14  4.88  -1.44
C  -1.98  5.19  0.04
C  -2.08  4.05  0.76
N  -1.52  2.93  0.20
H  -3.62  2.67  -7.38
H  -3.44  4.32  -7.17
H  -2.18  1.05  -6.44
H  -0.52  0.59  -4.67
H  0.08  4.79  -4.14
H  -1.60  5.27  -5.91
H  -2.32  6.18  0.28
H  -2.56  3.96  1.72

Results
Highest occupied orbital energy (alpha / beta): -4.29 / -4.94 eV
<S²>: 0.76
Spin multiplicity: 2
Total charge: -1
Molecular weight: 908.38 g/mol
Gap between HOMO and LUMO (alpha / beta): 6.58 / 6.22 eV

Löwdin atomic charge list, values in e, 8 entries: number 1, La, carries 1.4838; number 2, C, carries -0.0763; number 3, C, carries -0.3441; number 4, C, carries 0.0097; number 5, C, carries -0.2780; number 6, C, carries -0.0234; number 7, N, carries 0.0160; number 8, N, carries -0.0194

---

## b
C24H30BLaN9O2S5Sb | ωB97M-V/def2-TZVPD

Geometry (Å):
La  0.45  0.88  0.29
C  0.95  -1.84  -3.03
C  0.48  -2.31  -1.70
C  -0.16  -3.52  -1.39
C  -0.26  -3.54  -0.02
C  -0.84  -4.59  0.87
N  0.28  -2.39  0.46
N  0.71  -1.62  -0.59
B  0.86  -2.16  1.89
N  2.32  -1.65  1.76
N  2.62  -0.49  1.10
C  3.93  -0.36  1.13
C  4.63  0.78  0.46
C  4.51  -1.45  1.81
C  3.45  -2.24  2.20
C  3.46  -3.52  2.95
N  0.05  -1.16  2.79
N  0.37  0.17  2.78
C  -0.12  0.70  3.89
C  0.08  2.14  4.24
C  -0.78  -0.29  4.64
C  -0.65  -1.45  3.91
C  -1.16  -2.82  4.20
H  1.56  -2.62  -3.50
H  1.58  -0.95  -2.93
H  0.12  -1.60  -3.70
H  -0.49  -4.29  -2.07
H  -1.18  -5.43  0.26
H  -1.69  -4.22  1.43
H  -0.11  -4.96  1.59
H  0.87  -3.22  2.46
H  3.93  1.42  -0.08
H  5.37  0.41  -0.24
H  5.14  1.41  1.19
H  5.56  -1.63  2.00
H  4.49  -3.78  3.20
H  3.03  -4.34  2.37
H  2.89  -3.46  3.88
H  0.86  2.58  3.62
H  0.36  2.22  5.29
H  -0.83  2.71  4.06
H  -1.29  -0.18  5.58
H  -1.59  -2.85  5.21
H  -0.38  -3.58  4.14
H  -1.95  -3.11  3.50
S  -1.59  2.62  1.29
Sb  -0.18  4.30  0.47
S  1.93  3.27  0.64
S  -0.70  5.06  -1.61
N  -5.72  4.79  -3.55
C  -4.86  3.75  -3.18
C  -4.64  3.46  -1.83
C  -3.79  2.44  -1.46
C  -3.16  1.68  -2.43
C  -3.39  1.93  -3.78
C  -4.24  2.96  -4.15
S  -1.92  0.52  -2.00
O  -1.88  -0.40  -3.11
O  -2.16  0.00  -0.66
N  -0.56  1.32  -1.81
C  0.41  1.54  -2.76
S  0.24  1.78  -4.47
C  1.94  1.98  -4.59
C  2.51  1.87  -3.37
N  1.65  1.62  -2.34
H  -5.79  5.53  -2.86
H  -5.51  5.19  -4.46
H  -5.12  4.07  -1.07
H  -3.58  2.27  -0.41
H  -2.90  1.33  -4.53
H  -4.42  3.17  -5.20
H  2.43  2.16  -5.54
H  3.57  1.97  -3.16

Results
Highest occupied orbital energy (alpha / beta): -4.15 / -4.89 eV
<S²>: 0.76
Spin multiplicity: 2
Total charge: -1
Molecular weight: 908.38 g/mol
Gap between HOMO and LUMO (alpha / beta): 6.49 / 6.35 eV

Löwdin atomic charge list, values in e, 8 entries: number 1, La, carries 1.5207; number 2, C, carries -0.0235; number 3, C, carries -0.3323; number 4, C, carries 0.0192; number 5, C, carries -0.2792; number 6, C, carries -0.0222; number 7, N, carries 0.0197; number 8, N, carries -0.0169

---

Least stable: a